The following is a DFT calculation (wB97M-V/def2-TZVPD) of 11 unconnected molecules or ions with the total composition C67H149N15O11 in a non-equilibrium geometry.

Each line ends with the Löwdin charge.
Geometry (Å):
O 12.053 20.928 21.913  0.010
O 10.788 17.602 18.861  0.035
O 22.063 22.302 18.085  -0.030
O 14.993 15.763 19.763  -0.031
O 15.618 11.592 20.797  -0.047
O 19.180 20.068 27.701  -0.007
O 11.101 16.202 23.205  -0.038
O 20.399 24.125 16.161  0.000
O 12.789 12.857 16.468  -0.021
O 14.055 17.866 13.250  -0.021
O 13.535 13.365 20.918  0.043
N 15.776 16.884 19.871  -0.120
N 14.382 13.469 17.946  0.186
N 20.238 20.019 26.736  -0.111
N 8.977 18.821 18.969  0.166
N 16.831 11.470 21.574  -0.067
N 11.420 14.062 20.829  0.167
N 12.471 19.394 23.499  0.189
N 12.441 14.634 17.788  0.173
N 10.227 18.980 17.204  0.179
N 20.425 23.056 15.393  -0.170
N 22.551 22.203 19.389  -0.092
N 11.236 18.876 21.825  0.179
N 13.384 16.609 12.996  -0.079
N 11.833 11.948 20.578  0.200
N 11.736 16.370 24.311  -0.176
C 21.628 19.918 19.540  -0.016
C 16.619 10.573 22.758  -0.452
C 13.194 13.600 17.374  -0.719
C 17.088 15.945 21.585  -0.072
C 10.119 18.488 18.416  -0.783
C 19.169 21.159 14.373  -0.117
C 20.302 17.604 26.108  -0.034
C 21.770 21.263 20.262  -0.461
C 21.212 19.328 24.546  -0.153
C 14.026 15.769 11.883  -0.449
C 17.122 16.675 20.363  -0.498
C 13.792 15.809 25.719  -0.090
C 10.858 16.618 25.488  -0.469
C 17.761 18.042 20.761  -0.142
C 12.922 15.927 27.001  -0.172
C 11.909 16.619 13.159  -0.486
C 11.851 14.383 11.772  -0.148
C 24.401 23.865 18.880  -0.023
C 15.533 15.501 12.228  -0.036
C 17.988 15.869 19.283  -0.003
C 21.443 20.709 27.217  -0.455
C 18.188 12.439 19.860  -0.070
C 22.828 23.307 14.875  -0.047
C 12.370 13.115 20.773  -0.752
C 17.735 19.063 19.661  -0.171
C 22.524 20.897 26.054  -0.091
C 13.398 14.402 11.808  -0.175
C 13.893 15.805 23.215  -0.038
C 18.565 21.964 16.621  -0.034
C 22.058 19.852 28.389  -0.042
C 23.286 23.430 19.933  -0.419
C 18.057 11.205 20.734  -0.469
C 12.610 13.955 24.390  -0.009
C 23.093 22.397 22.283  -0.181
C 12.938 15.473 24.359  -0.404
C 20.164 21.165 13.163  -0.179
C 13.968 18.168 18.896  -0.017
C 15.416 11.021 23.677  -0.034
C 11.960 19.812 22.414  -0.794
C 21.240 22.126 27.863  -0.051
C 18.012 9.971 19.740  -0.018
C 11.548 16.961 14.606  -0.063
C 18.734 19.245 24.945  -0.028
C 16.052 17.532 17.337  -0.012
C 17.984 23.474 14.618  -0.024
C 13.937 16.475 10.475  -0.033
C 9.944 15.516 25.860  -0.057
C 11.319 15.148 13.051  -0.101
C 22.583 21.107 21.589  -0.131
C 16.270 19.205 19.104  -0.121
C 21.516 21.696 13.629  -0.150
C 15.507 17.877 18.806  -0.406
C 19.309 11.260 21.655  -0.132
C 11.773 16.958 26.778  -0.107
C 21.099 24.292 13.310  -0.015
C 16.227 9.087 22.228  -0.015
C 19.231 10.296 22.849  -0.169
C 23.945 23.217 21.327  -0.151
C 19.062 22.516 15.186  -0.413
C 20.145 19.039 25.603  -0.485
C 11.276 17.624 12.207  -0.028
C 9.930 17.864 25.312  -0.033
C 17.884 10.541 23.555  -0.165
C 21.415 23.070 14.301  -0.467
C 20.378 21.775 20.751  -0.018
C 22.411 24.715 20.233  -0.044
C 22.646 19.568 25.109  -0.130
H 23.417 19.743 24.359  0.090
H 16.028 14.579 11.926  0.080
H 22.435 22.988 22.919  0.105
H 19.210 21.219 17.086  0.063
H 17.578 21.503 16.580  0.067
H 17.936 18.730 25.479  0.077
H 18.546 20.645 27.268  0.091
H 17.161 8.582 21.984  0.053
H 10.399 18.836 25.160  0.075
H 12.025 18.018 26.794  0.107
H 22.950 22.730 15.792  0.056
H 11.237 17.930 22.178  0.069
H 20.607 22.617 21.404  0.057
H 19.412 9.242 22.640  0.106
H 13.666 13.850 12.709  0.119
H 13.028 19.999 24.086  0.130
H 20.849 20.192 23.988  0.105
H 11.093 19.061 16.691  0.102
H 12.947 16.500 10.019  0.055
H 18.704 18.627 24.047  0.066
H 15.266 12.458 21.014  0.047
H 11.157 16.790 27.661  0.108
H 12.073 18.535 23.849  0.066
H 19.751 21.092 21.325  0.076
H 13.706 18.440 19.918  0.082
H 19.920 22.261 19.890  0.080
H 18.256 16.415 18.379  0.060
H 10.423 13.909 20.778  0.112
H 22.809 25.627 20.678  0.080
H 18.488 22.772 17.348  0.070
H 15.393 10.491 24.629  0.082
H 10.342 14.625 26.345  0.080
H 20.586 22.638 27.156  0.071
H 22.104 22.756 28.076  0.085
H 13.336 16.166 27.980  0.104
H 9.008 15.793 26.344  0.095
H 15.716 8.542 23.022  0.071
H 23.753 22.037 23.072  0.096
H 17.281 18.472 21.640  0.120
H 16.944 14.874 21.441  0.082
H 14.480 15.848 20.570  0.071
H 10.238 15.289 13.029  0.104
H 11.492 18.624 12.583  0.081
H 21.331 17.477 26.445  0.070
H 11.477 14.815 10.843  0.096
H 13.459 13.279 24.491  0.077
H 12.073 13.599 23.511  0.064
H 14.414 16.697 25.603  0.106
H 14.633 16.134 9.710  0.078
H 23.467 20.541 21.298  0.118
H 21.916 24.465 12.609  0.073
H 20.907 25.226 13.839  0.076
H 25.167 23.093 18.799  0.078
H 16.123 16.451 17.215  0.070
H 24.884 24.764 19.263  0.077
H 21.861 19.123 20.248  0.079
H 15.591 9.081 21.343  0.070
H 19.815 21.822 12.367  0.100
H 14.535 15.020 25.830  0.105
H 18.960 15.571 19.677  0.082
H 18.804 17.874 21.029  0.115
H 15.627 12.047 23.981  0.065
H 9.272 17.960 26.176  0.083
H 18.024 20.036 20.060  0.095
H 21.310 19.286 28.944  0.076
H 22.774 19.131 27.995  0.060
H 11.114 19.050 20.837  0.078
H 19.782 17.211 26.981  0.085
H 18.071 15.945 22.057  0.098
H 12.427 11.132 20.614  0.127
H 14.740 14.009 18.720  0.063
H 16.185 16.230 11.746  0.068
H 10.738 15.315 23.262  0.086
H 23.675 22.858 14.355  0.086
H 11.896 13.678 25.166  0.068
H 14.283 17.854 14.182  0.075
H 11.939 17.935 14.900  0.057
H 15.687 15.710 13.287  0.074
H 21.861 21.047 14.434  0.119
H 9.671 15.119 24.882  0.079
H 20.250 20.187 12.690  0.105
H 22.313 21.807 25.492  0.093
H 23.992 24.185 17.922  0.063
H 13.836 13.742 11.060  0.121
H 24.720 22.548 20.954  0.108
H 20.558 22.066 28.712  0.072
H 12.736 15.237 18.543  0.061
H 8.805 18.333 19.836  0.119
H 17.995 11.328 24.300  0.120
H 18.517 20.294 24.745  0.087
H 9.204 17.636 24.532  0.083
H 21.640 24.503 20.974  0.060
H 16.969 9.831 19.454  0.069
H 22.428 21.474 17.767  0.086
H 8.389 19.533 18.558  0.114
H 21.299 18.385 24.006  0.117
H 9.437 19.466 16.804  0.110
H 17.445 15.039 18.830  0.068
H 24.360 24.112 21.792  0.126
H 20.626 19.629 19.224  0.067
H 11.600 13.322 11.789  0.102
H 10.484 17.079 14.812  0.084
H 18.160 13.386 20.399  0.050
H 20.191 10.970 21.084  0.117
H 13.429 17.233 18.744  0.039
H 21.079 23.962 16.819  0.082
H 22.414 19.760 18.801  0.084
H 16.406 16.345 22.334  0.080
H 15.374 17.803 16.528  0.058
H 14.462 11.030 23.150  0.071
H 22.991 24.338 15.189  0.084
H 15.759 19.946 19.719  0.115
H 14.931 12.717 17.554  0.115
H 16.274 19.757 18.164  0.094
H 14.155 17.523 10.684  0.074
H 19.167 12.403 19.381  0.094
H 14.778 15.177 23.323  0.087
H 10.196 17.485 12.265  0.080
H 22.972 18.693 25.671  0.090
H 18.533 10.045 18.786  0.080
H 20.022 10.583 23.542  0.106
H 22.231 21.903 12.833  0.120
H 21.893 24.983 19.312  0.070
H 16.994 23.020 14.583  0.082
H 23.575 21.009 26.320  0.105
H 17.889 9.628 24.149  0.115
H 11.947 16.322 15.394  0.076
H 22.652 20.390 29.129  0.071
H 17.902 24.288 15.338  0.074
H 18.208 9.020 20.235  0.059
H 11.631 15.050 20.851  0.095
H 14.270 16.828 23.231  0.083
H 12.470 14.989 27.322  0.095
H 13.426 15.674 22.239  0.055
H 18.422 18.647 18.923  0.093
H 22.009 20.444 22.236  0.085
H 13.702 18.854 18.091  0.085
H 18.256 24.032 13.722  0.066
H 16.953 18.070 17.043  0.070
H 19.414 12.312 21.919  0.116
H 11.534 17.606 11.148  0.069
H 18.320 20.708 13.859  0.112
H 20.114 16.921 25.278  0.081
H 10.887 11.842 20.242  0.120
H 11.493 14.765 17.464  0.106
H 17.347 12.434 19.167  0.078
H 20.221 24.089 12.697  0.053
H 11.394 14.490 13.917  0.109
H 19.546 20.371 15.025  0.101

Calculated values
- Gap between HOMO and LUMO: 7.7 eV
- Spin multiplicity: 1
- Total charge: 0
- DFT total energy: -116758.70654 eV
- SMILES: CC1(C)CCCC(C)(C)N1O.CC1(C)CCCC(C)(C)N1O.CC1(C)CCCC(C)(C)N1O.CC1(C)CCCC(C)(C)N1O.CC1(C)CCCC(C)(C)N1O.CC1(C)CCCC(C)(C)N1O.CC1(C)CCCC(C)(C)N1O.NC(N)=O.NC(N)=O.NC(N)=O.NC(N)=O
- F_max: 6.23 eV Å⁻¹